Density functional theory data (wB97M-V/def2-TZVPD) for a 2-piece molecular cluster, C5H14NO2 overall in a non-equilibrium geometry.

Summary:
* electronic energy: -10994.8241 eV
* orbital gap: 7.34 eV
* maximum force: 5.92 eV Å⁻¹
* energy relative to the best compared isomer or geometry (same formula, charge and spin): 64.15 kcal/mol

ORCA input file:
```
! wB97M-V def2-TZVPD RIJCOSX def2/J DEFGRID3
* xyz -1 1
C 1.272 1.479 -1.427
N -0.009 0.943 -1.818
C 0.037 -2.518 -0.422
C 0.392 -1.030 -0.291
C -0.616 0.064 -0.663
C -1.135 1.012 0.612
O -0.188 1.362 1.435
H 1.327 2.019 -0.443
H 1.898 1.986 -2.211
H 2.092 0.647 -1.130
H -0.500 1.655 -2.223
H -1.020 -2.641 -0.539
H 0.450 -3.062 -1.147
H 0.290 -2.870 0.646
H 0.507 -0.679 0.719
H 1.343 -0.685 -0.612
H -1.657 -0.168 -1.004
H -1.825 1.882 0.195
H -1.844 0.359 1.124
H -0.880 -0.227 3.183
H 0.060 0.553 2.529
O 0.005 -0.079 3.486
*
```



Density functional theory data (wB97M-V/def2-TZVPD) for the molecule C3H9NS in a non-equilibrium geometry.

Summary:
* electronic energy: -15581.8223 eV
* orbital gap: 9.51 eV
* maximum force: 1.21 eV Å⁻¹
* energy relative to the best compared isomer or geometry (same formula, charge and spin): 11.72 kcal/mol

ORCA input file:
```
! wB97M-V def2-TZVPD RIJCOSX def2/J DEFGRID3
* xyz 0 1
C 1.612 1.196 -0.054
N 0.277 1.685 0.218
C -0.681 0.669 0.600
S -0.919 -0.723 -0.574
C 0.063 -2.032 0.248
H 1.932 0.436 0.650
H 2.352 2.010 0.008
H 1.740 0.750 -1.048
H -0.102 2.124 -0.613
H -0.420 0.260 1.569
H -1.650 1.146 0.672
H 0.146 -2.842 -0.460
H 1.036 -1.604 0.468
H -0.450 -2.307 1.159
*
```



Density functional theory data (wB97M-V/def2-TZVPD) for C35H48GeIP2Pt as an isolated structure.

Summary:
* electronic energy: -123488.9119 eV
* orbital gap: 5.57 eV
* maximum force: 0.40 eV Å⁻¹
* energy relative to the best compared isomer or geometry (same formula, charge and spin): 6.23 kcal/mol

ORCA input file:
```
! wB97M-V def2-TZVPD RIJCOSX def2/J DEFGRID3
* xyz 3 1
Pt 0.154 -0.082 -0.162
I 0.254 2.398 0.507
C -0.185 3.068 2.444
C 0.204 4.360 2.653
C -0.121 4.985 3.872
C -0.807 4.288 4.821
C -1.190 2.939 4.615
C -1.876 2.240 5.634
C -2.230 0.929 5.481
C -1.896 0.265 4.294
C -1.252 0.916 3.254
P -0.919 -0.241 1.937
C 0.188 -1.498 2.543
C -0.204 -2.833 2.722
C 0.688 -3.729 3.285
C 1.961 -3.309 3.654
C 2.347 -1.980 3.492
C 1.464 -1.074 2.943
C -2.407 -0.895 1.238
C -3.626 -0.229 1.441
C -4.786 -0.755 0.908
C -4.740 -1.932 0.165
C -3.532 -2.580 -0.071
C -2.361 -2.066 0.454
C -0.880 2.282 3.390
H 0.749 4.923 1.904
H 0.177 6.010 4.037
H -1.066 4.755 5.763
H -2.108 2.766 6.551
H -2.748 0.393 6.264
H -2.159 -0.785 4.212
H -1.200 -3.164 2.461
H 0.388 -4.755 3.448
H 2.653 -4.018 4.089
H 3.329 -1.658 3.813
H 1.752 -0.033 2.845
H -3.662 0.680 2.029
H -5.732 -0.259 1.078
H -5.657 -2.350 -0.230
H -3.511 -3.496 -0.647
H -1.425 -2.585 0.284
C -2.244 -0.128 -4.445
C -1.942 -0.470 -2.974
C -2.899 0.321 -2.081
P -0.156 -0.264 -2.580
C 0.727 -1.706 -3.314
C 0.406 -2.979 -2.514
C 0.453 -2.017 -4.795
C 0.556 1.317 -3.217
C -0.386 2.516 -3.042
C 1.084 1.265 -4.654
H -3.236 -0.517 -4.677
H -1.552 -0.555 -5.162
H -2.278 0.949 -4.591
H -2.092 -1.542 -2.809
H -2.843 1.387 -2.294
H -2.718 0.167 -1.019
H -3.920 0.006 -2.294
H 1.785 -1.443 -3.219
H -0.610 -3.314 -2.731
H 0.500 -2.870 -1.431
H 1.077 -3.778 -2.827
H -0.572 -2.351 -4.941
H 1.099 -2.848 -5.079
H 0.658 -1.196 -5.474
H 1.424 1.453 -2.567
H -1.100 2.571 -3.861
H 0.199 3.436 -3.071
H -0.953 2.508 -2.112
H 0.284 1.128 -5.381
H 1.835 0.490 -4.797
H 1.562 2.222 -4.868
C 3.898 1.086 1.525
Ge 3.686 0.333 -0.260
C 5.069 -0.991 -0.622
C 3.704 1.730 -1.616
C 2.071 -0.867 -0.447
H 4.765 1.748 1.495
H 4.114 0.302 2.249
H 3.056 1.679 1.886
H 6.035 -0.493 -0.522
H 5.002 -1.389 -1.634
H 5.050 -1.822 0.081
H 4.648 2.269 -1.521
H 2.911 2.475 -1.521
H 3.671 1.305 -2.620
H 1.990 -1.636 0.330
H 2.150 -1.378 -1.397
*
```



Density functional theory data (wB97M-V/def2-TZVPD) for a 15-piece molecular cluster, C75H194N14O24 overall in a non-equilibrium geometry.

Summary:
* electronic energy: -150903.5050 eV
* orbital gap: 8.61 eV
* maximum force: 3.62 eV Å⁻¹
* energy relative to the best compared isomer or geometry (same formula, charge and spin): 37.53 kcal/mol

ORCA input file:
```
! wB97M-V def2-TZVPD RIJCOSX def2/J DEFGRID3
* xyz 0 1
C -7.822 -45.165 11.918
O -8.131 -43.828 11.548
H -7.391 -45.600 11.033
H -7.156 -45.101 12.763
H -8.759 -45.746 12.106
H -8.997 -43.548 11.865
C -4.068 -29.286 16.614
C -4.767 -30.371 15.833
C -4.237 -31.750 16.312
O -2.855 -31.855 15.917
C -2.451 -33.113 16.349
N -6.196 -30.322 16.120
H -4.235 -28.283 16.208
H -3.005 -29.405 16.729
H -4.513 -29.317 17.626
H -4.537 -30.323 14.683
H -4.873 -32.592 15.945
H -4.308 -31.619 17.394
H -1.371 -33.046 16.707
H -2.423 -33.894 15.639
H -3.036 -33.348 17.207
H -6.484 -29.360 16.111
H -6.754 -30.758 15.387
C -5.051 -39.788 17.773
C -5.712 -41.166 17.535
C -4.853 -41.887 16.467
O -4.733 -41.183 15.260
C -4.392 -41.959 14.129
N -5.912 -42.001 18.737
H -4.965 -39.292 16.811
H -4.032 -39.913 18.047
H -5.629 -39.206 18.536
H -6.690 -40.907 17.101
H -5.358 -42.856 16.298
H -3.829 -42.037 16.872
H -3.659 -42.761 14.417
H -4.003 -41.255 13.373
H -5.309 -42.488 13.722
H -5.117 -42.250 19.292
H -6.326 -42.882 18.497
C 0.670 -33.717 12.963
C 1.982 -34.362 13.516
C 2.439 -33.896 14.919
O 1.371 -34.210 15.863
C 1.646 -33.540 17.086
N 1.858 -35.821 13.533
H 0.412 -34.028 11.974
H 0.765 -32.601 13.094
H -0.093 -34.013 13.653
H 2.828 -34.044 12.938
H 2.699 -32.841 14.911
H 3.294 -34.509 15.140
H 0.844 -33.730 17.731
H 1.619 -32.458 16.949
H 2.551 -33.950 17.570
H 1.157 -36.070 14.226
H 2.672 -36.305 13.909
C 0.886 -30.439 8.123
C -0.236 -31.049 9.018
C 0.022 -32.507 9.216
O -0.444 -33.157 8.042
C -0.191 -34.603 8.056
N -0.283 -30.438 10.380
H 1.864 -30.325 8.662
H 0.599 -29.483 7.716
H 1.070 -31.119 7.304
H -1.216 -30.811 8.575
H -0.665 -32.838 10.061
H 1.063 -32.731 9.498
H 0.325 -34.889 7.166
H -1.123 -35.153 8.140
H 0.393 -34.892 8.932
H -1.154 -29.903 10.475
H 0.469 -29.749 10.426
C -2.417 -38.962 14.743
C -1.917 -39.265 13.306
C -1.480 -37.934 12.711
O -1.083 -38.032 11.361
C -0.629 -36.815 10.844
N -0.925 -40.300 13.262
H -3.312 -38.280 14.725
H -1.697 -38.334 15.344
H -2.594 -39.856 15.362
H -2.748 -39.594 12.665
H -0.642 -37.468 13.282
H -2.370 -37.253 12.754
H 0.122 -36.264 11.463
H -1.436 -36.122 10.682
H -0.166 -36.981 9.836
H -0.141 -40.089 13.824
H -0.570 -40.469 12.318
C -12.454 -34.816 3.405
O -11.416 -35.298 4.261
C -10.289 -35.699 3.515
C -9.130 -36.040 4.463
N -8.786 -34.896 5.260
C -7.701 -35.239 6.230
C -7.775 -34.254 7.359
O -8.954 -34.435 8.058
C -9.051 -33.745 9.272
H -12.632 -35.497 2.557
H -12.128 -33.891 2.883
H -13.242 -34.513 4.109
H -10.013 -34.908 2.876
H -10.584 -36.545 2.768
H -8.276 -36.343 3.849
H -9.449 -36.942 5.019
H -9.671 -34.649 5.778
H -6.712 -35.192 5.771
H -7.934 -36.221 6.730
H -7.763 -33.258 6.886
H -6.925 -34.400 8.020
H -9.869 -34.152 9.801
H -9.302 -32.695 9.073
H -8.197 -33.818 9.937
C -9.656 -29.693 12.186
O -8.746 -30.480 12.978
C -7.539 -30.787 12.304
C -6.912 -32.060 12.809
N -7.620 -33.220 12.342
C -7.010 -34.520 12.196
C -6.250 -35.123 13.344
O -7.273 -35.405 14.318
C -6.761 -35.652 15.559
H -10.617 -29.781 12.671
H -9.694 -30.230 11.235
H -9.181 -28.720 12.028
H -6.827 -29.995 12.428
H -7.692 -30.943 11.242
H -6.729 -32.014 13.849
H -5.965 -32.103 12.258
H -8.589 -33.303 12.618
H -6.350 -34.388 11.351
H -7.896 -35.156 11.985
H -5.540 -34.436 13.845
H -5.680 -36.028 13.034
H -7.620 -35.793 16.260
H -6.207 -34.815 15.994
H -6.078 -36.545 15.577
C -4.375 -43.344 7.736
O -4.418 -42.039 8.159
C -4.788 -41.108 7.181
C -4.545 -39.590 7.591
N -3.196 -39.280 8.074
C -2.108 -39.339 7.104
C -0.862 -38.897 7.817
O 0.254 -39.114 6.965
C 1.405 -38.567 7.581
H -3.936 -43.256 6.768
H -5.388 -43.783 7.744
H -3.640 -43.915 8.344
H -5.801 -41.318 6.825
H -4.119 -41.439 6.311
H -5.273 -39.172 8.332
H -4.713 -39.056 6.583
H -3.005 -39.945 8.800
H -2.343 -38.782 6.168
H -1.956 -40.379 6.785
H -0.735 -39.413 8.758
H -0.846 -37.823 8.035
H 2.283 -38.708 6.977
H 1.680 -39.106 8.515
H 1.305 -37.508 7.804
C 6.123 -32.005 11.479
O 5.555 -30.783 11.109
C 4.238 -30.859 10.691
C 3.223 -30.788 11.819
N 3.470 -29.508 12.602
C 2.765 -29.445 13.933
C 1.307 -29.341 13.809
O 0.777 -30.057 14.883
C -0.650 -29.874 15.067
H 5.847 -32.750 10.709
H 5.838 -32.337 12.512
H 7.205 -32.000 11.373
H 4.136 -31.693 10.017
H 4.062 -29.956 10.035
H 3.261 -31.747 12.320
H 2.211 -30.726 11.395
H 4.475 -29.460 12.747
H 3.202 -28.609 14.463
H 2.961 -30.264 14.585
H 0.929 -29.700 12.885
H 0.966 -28.285 13.891
H -0.813 -30.119 16.067
H -1.317 -30.446 14.389
H -0.796 -28.816 14.943
C -9.427 -31.713 17.070
O -10.447 -32.331 16.301
C -10.070 -32.770 15.030
C -11.011 -33.831 14.581
N -10.459 -34.622 13.524
C -11.311 -35.587 12.863
C -10.515 -36.764 12.276
O -9.829 -36.203 11.175
C -8.976 -37.156 10.503
H -9.908 -31.559 18.067
H -9.117 -30.799 16.581
H -8.595 -32.373 17.256
H -9.010 -33.140 15.058
H -9.992 -31.931 14.357
H -11.862 -33.261 14.125
H -11.310 -34.502 15.385
H -9.584 -35.101 13.859
H -11.762 -35.115 12.016
H -12.115 -35.939 13.513
H -11.251 -37.586 12.006
H -9.750 -37.171 13.004
H -8.603 -36.808 9.525
H -9.403 -38.122 10.424
H -8.042 -37.234 11.102
C -12.225 -41.634 21.356
O -11.079 -41.893 20.524
C -10.812 -40.869 19.532
C -11.250 -41.258 18.128
N -10.755 -40.351 17.083
C -10.957 -40.779 15.714
C -10.075 -40.051 14.764
O -8.766 -40.513 14.876
C -7.856 -39.536 14.423
H -12.281 -42.377 22.108
H -13.239 -41.719 20.838
H -12.097 -40.658 21.778
H -9.750 -40.782 19.608
H -11.275 -39.849 19.694
H -12.317 -41.327 18.093
H -10.956 -42.277 17.859
H -9.747 -40.124 17.282
H -11.954 -40.469 15.387
H -10.808 -41.861 15.573
H -10.137 -38.972 15.042
H -10.471 -40.193 13.732
H -8.055 -39.325 13.358
H -6.847 -39.916 14.594
H -7.935 -38.568 15.012
C -3.011 -32.162 12.628
O -3.805 -32.848 11.592
C -3.035 -33.364 10.553
C -3.814 -34.388 9.773
N -3.951 -35.571 10.645
C -4.786 -36.573 10.001
C -4.710 -37.805 10.945
O -5.651 -38.796 10.625
C -5.671 -39.903 11.520
H -2.614 -31.231 12.236
H -2.155 -32.789 12.995
H -3.677 -32.121 13.456
H -2.148 -33.916 10.945
H -2.692 -32.537 9.878
H -3.207 -34.663 8.933
H -4.758 -34.056 9.448
H -4.400 -35.250 11.509
H -4.315 -36.733 9.025
H -5.795 -36.377 9.784
H -4.789 -37.405 11.984
H -3.711 -38.254 10.843
H -4.805 -40.605 11.323
H -6.630 -40.462 11.485
H -5.575 -39.511 12.566
C -0.815 -27.920 4.391
O -1.373 -29.209 4.267
C -0.996 -30.171 5.224
C -1.468 -31.515 4.858
N -2.930 -31.492 4.569
C -3.633 -32.727 4.171
C -3.883 -33.518 5.481
O -4.046 -34.903 5.204
C -3.695 -35.775 6.292
H -1.365 -27.392 3.649
H 0.215 -27.842 4.092
H -0.863 -27.495 5.386
H -1.400 -29.924 6.177
H 0.091 -30.184 5.325
H -1.396 -32.232 5.714
H -0.923 -31.935 4.012
H -3.083 -30.718 3.867
H -3.052 -33.373 3.442
H -4.479 -32.418 3.630
H -4.749 -33.240 6.094
H -2.985 -33.374 6.123
H -4.146 -36.763 6.056
H -4.307 -35.488 7.162
H -2.618 -35.841 6.537
C -1.338 -27.043 9.641
O -2.238 -28.030 9.162
C -3.575 -27.629 9.205
C -4.349 -28.670 8.470
N -4.639 -29.885 9.256
C -5.104 -31.034 8.420
C -6.447 -30.781 7.784
O -6.491 -29.715 6.854
C -6.146 -30.111 5.553
H -1.590 -26.698 10.649
H -1.492 -26.227 8.961
H -0.343 -27.407 9.542
H -3.685 -26.648 8.698
H -3.927 -27.504 10.268
H -3.880 -28.857 7.537
H -5.365 -28.266 8.301
H -3.770 -30.214 9.681
H -5.212 -31.953 9.047
H -4.333 -31.279 7.655
H -7.130 -30.492 8.620
H -6.860 -31.694 7.282
H -5.065 -30.130 5.333
H -6.720 -29.550 4.803
H -6.491 -31.183 5.339
*
```



Density functional theory data (wB97M-V/def2-TZVPD) for an isolated ion of composition C13H20N5O2 and charge +1 in a non-equilibrium geometry.

Summary:
* electronic energy: -25327.3070 eV
* orbital gap: 5.98 eV
* maximum force: 7.44 eV Å⁻¹
* energy relative to the best compared isomer or geometry (same formula, charge and spin): 252.46 kcal/mol

ORCA input file:
```
! wB97M-V def2-TZVPD RIJCOSX def2/J DEFGRID3
* xyz 1 1
C -4.630 1.335 1.080
C -4.544 1.251 -0.577
C -3.778 -0.170 -0.915
N -4.246 -1.609 -0.797
N -3.125 -2.361 -1.207
N -2.004 -1.593 -1.573
C -0.645 -2.160 -2.030
C 0.529 -1.584 -0.987
C 1.180 -2.757 -0.045
N 2.281 -2.297 0.886
C 1.885 -1.070 1.694
C 2.513 0.345 1.073
C 3.324 0.377 -0.352
C 3.998 1.705 -1.044
C 3.889 3.138 -0.249
C 3.060 3.171 1.184
C 2.356 1.813 1.859
O 1.597 1.887 3.137
N -2.355 -0.233 -1.439
O -1.558 0.830 -1.728
H -3.613 0.877 1.503
H -5.473 0.582 1.428
H -4.798 2.438 1.471
H -5.605 1.228 -1.076
H -3.979 2.189 -1.014
H -0.673 -3.332 -2.079
H -0.394 -1.781 -3.125
H -0.032 -0.791 -0.313
H 1.319 -1.040 -1.697
H 0.279 -3.280 0.529
H 1.663 -3.595 -0.743
H 2.345 -3.069 1.616
H 2.411 -1.199 2.755
H 0.716 -0.995 1.839
H 3.417 -0.644 -0.937
H 4.531 1.563 -2.083
H 4.386 4.129 -0.681
H 2.993 4.222 1.730
H 1.998 1.237 3.786
H -1.218 1.244 -0.879
*
```



Question: Which value of electronic energy does entry 5 give?
Answer: -25327.3070 eV